(1)
Here is a cluster of 3 separate species, C32H67BrN5O4P2 in total in a non-equilibrium geometry from the Open Molecules 2025 dataset. Energies are from ωB97M-V/def2-TZVPD.

Bonds (Å) are listed after each position.
Atoms and positions in Å:
1 C 6.8094 -1.2411 1.4353  C2 1.539, H35 1.089, H36 1.092, H37 1.091
2 C 6.2890 -0.2305 0.3984  C1 1.539, C3 1.528, H38 1.092, H39 1.093
3 C 6.4112 1.2223 0.8570  C2 1.528, C4 1.531, H40 1.095, H41 1.092
4 C 5.6001 2.1847 -0.0147  C3 1.531, C5 1.537, H42 1.094, H43 1.094
5 C 5.2165 3.5282 0.6248  C4 1.537, C6 1.540, H44 1.095, H45 1.092
6 C 4.6454 3.4661 2.0532  C5 1.540, C7 1.534, H46 1.092, H47 1.094
7 C 3.3470 4.2670 2.2170  C6 1.534, C8 1.542, H48 1.092, H49 1.096
8 C 2.5104 3.8656 3.4480  C7 1.542, C9 1.538, H50 1.095, H51 1.092
9 C 1.1212 3.3334 3.0567  C8 1.538, C10 1.537, H52 1.088, H53 1.094
10 C 0.4614 2.5013 4.1684  C9 1.537, C11 1.559, H54 1.091, H55 1.091
11 C -0.5054 1.3596 3.7300  C10 1.559, C12 1.496, H56 1.086, H57 1.097
12 C -0.3846 0.7734 2.3590  C11 1.496, N13 1.316, C24 1.510
13 N 0.7079 0.2261 1.8693  C12 1.316, P14 1.767, C16 1.500
14 P 2.2278 -0.0655 2.7230  N13 1.767, O15 1.458, H58 1.403, H59 1.389
15 O 3.4247 -0.0448 1.8904  P14 1.458
16 C 0.4962 -0.2862 0.4754  N13 1.500, C17 1.521, Br18 1.960, C19 1.530
17 C 0.4402 -1.8046 0.4109  C16 1.521, H60 1.089, H61 1.089, H62 1.089
18 Br 1.8949 0.2701 -0.7800  C16 1.960
19 C -0.7505 0.5133 0.0917  C16 1.530, N20 1.405, C24 1.568, H63 1.108
20 N -1.4382 0.1561 -1.0800  C19 1.405, C21 1.275
21 C -1.7437 1.0069 -1.9790  N20 1.275, C22 1.494, C23 1.514
22 C -3.0751 0.8962 -2.6483  C21 1.494, H64 1.091, H65 1.084, H66 1.094
23 C -0.8148 2.0933 -2.4776  C21 1.514, H67 1.092, H68 1.089, H69 1.087
24 C -1.5629 0.6134 1.4287  C12 1.510, C19 1.568, C25 1.578, P30 1.889
25 C -2.2044 -0.6493 2.1254  C24 1.578, C26 1.548, H70 1.092, H71 1.088
26 C -3.3138 -1.4894 1.4466  C25 1.548, O27 1.402, C28 1.523, H72 1.105
27 O -3.8008 -0.8788 0.2822  C26 1.402, H73 0.977
28 C -2.8691 -2.9292 1.2228  C26 1.523, N29 1.464, H74 1.092, H75 1.097
29 N -2.5905 -3.5813 2.5040  C28 1.464, H76 1.014, H77 1.011
30 P -2.8291 1.9950 1.1893  C24 1.889, C31 1.831, C33 1.838
31 C -4.2892 1.6922 2.2513  P30 1.831, C32 1.536, H78 1.094, H79 1.090
32 C -4.2162 1.6821 3.7856  C31 1.536, H80 1.091, H81 1.092, H82 1.090
33 C -2.1693 3.6200 1.7400  P30 1.838, C34 1.531, H83 1.092, H84 1.094
34 C -1.2702 4.2631 0.6805  C33 1.531, H85 1.089, H86 1.091, H87 1.092
35 H 7.5896 -1.8855 1.0316  C1 1.089
36 H 7.2114 -0.7390 2.3174  C1 1.092
37 H 6.0099 -1.8986 1.7803  C1 1.091
38 H 5.2440 -0.4487 0.1707  C2 1.092
39 H 6.8409 -0.3609 -0.5358  C2 1.093
40 H 7.4678 1.5002 0.7839  C3 1.095
41 H 6.1420 1.2934 1.9127  C3 1.092
42 H 4.7141 1.6795 -0.4098  C4 1.094
43 H 6.2170 2.4197 -0.8876  C4 1.094
44 H 4.4554 3.9804 -0.0194  C5 1.095
45 H 6.0763 4.1996 0.5812  C5 1.092
46 H 4.5054 2.4368 2.3904  C6 1.092
47 H 5.3804 3.9029 2.7355  C6 1.094
48 H 3.6065 5.3252 2.2852  C7 1.092
49 H 2.7545 4.1600 1.3011  C7 1.096
50 H 3.0443 3.1113 4.0356  C8 1.095
51 H 2.3801 4.7398 4.0892  C8 1.092
52 H 0.4929 4.2023 2.8695  C9 1.088
53 H 1.2398 2.7686 2.1277  C9 1.094
54 H -0.1291 3.1631 4.8032  C10 1.091
55 H 1.2263 2.0942 4.8305  C10 1.091
56 H -1.5353 1.6957 3.8026  C11 1.086
57 H -0.4032 0.5269 4.4371  C11 1.097
58 H 1.8998 -1.2963 3.3100  P14 1.403
59 H 2.1341 0.8870 3.7289  P14 1.389
60 H -0.1093 -2.0718 -0.4911  C17 1.089
61 H 1.4453 -2.2148 0.3199  C17 1.089
62 H -0.0286 -2.2482 1.2885  C17 1.089
63 H -0.3434 1.5421 0.0299  C19 1.108
64 H -3.0316 1.0756 -3.7236  C22 1.091
65 H -3.5074 -0.0800 -2.4630  C22 1.084
66 H -3.7027 1.6612 -2.1827  C22 1.094
67 H -0.5499 2.8264 -1.7130  C23 1.092
68 H 0.1027 1.6130 -2.8142  C23 1.089
69 H -1.2545 2.6203 -3.3209  C23 1.087
70 H -1.4082 -1.3533 2.3763  C25 1.092
71 H -2.5808 -0.2913 3.0819  C25 1.088
72 H -4.1473 -1.5637 2.1679  C26 1.105
73 H -4.3875 -1.5075 -0.1812  O27 0.977
74 H -1.9874 -2.9738 0.5799  C28 1.092
75 H -3.6778 -3.4346 0.6813  C28 1.097
76 H -3.1381 -3.1623 3.2479  N29 1.014
77 H -2.8222 -4.5656 2.4826  N29 1.011
78 H -4.9446 2.5164 1.9544  C31 1.094
79 H -4.7637 0.7876 1.8696  C31 1.090
80 H -5.1771 1.9854 4.2031  C32 1.091
81 H -3.4861 2.3965 4.1719  C32 1.092
82 H -4.0136 0.6903 4.1906  C32 1.090
83 H -1.7000 3.6581 2.7256  C33 1.092
84 H -3.0747 4.2280 1.8310  C33 1.094
85 H -1.8008 4.3518 -0.2668  C34 1.089
86 H -0.3412 3.7120 0.5297  C34 1.091
87 H -0.9810 5.2652 1.0029  C34 1.092
88 C -5.1292 -3.9227 -2.4427  O89 1.228, N90 1.342, H93 1.099
89 O -5.3208 -3.2177 -1.4560  C88 1.228
90 N -4.0030 -3.8805 -3.1710  C88 1.342, C91 1.448, C92 1.448
91 C -3.7460 -4.7119 -4.3281  N90 1.448, H94 1.092, H95 1.090, H96 1.089
92 C -3.0218 -2.9150 -2.7211  N90 1.448, H97 1.091, H98 1.087, H99 1.088
93 H -5.8711 -4.6511 -2.8002  C88 1.099
94 H -2.8650 -5.3358 -4.1622  C91 1.092
95 H -3.5699 -4.0867 -5.2040  C91 1.090
96 H -4.6033 -5.3579 -4.5104  C91 1.089
97 H -2.7581 -3.1418 -1.6872  C92 1.091
98 H -3.4654 -1.9224 -2.7424  C92 1.087
99 H -2.1332 -2.9298 -3.3480  C92 1.088
100 C -0.9871 -4.1475 -6.8675  O101 1.218, N102 1.347, H105 1.103
101 O -1.7568 -3.2176 -6.7045  C100 1.218
102 N 0.3180 -4.1195 -6.5364  C100 1.347, C103 1.448, C104 1.452
103 C 1.1949 -5.2505 -6.7573  N102 1.448, H106 1.092, H107 1.091, H108 1.088
104 C 0.8534 -2.9055 -5.9464  N102 1.452, H109 1.091, H110 1.090, H111 1.088
105 H -1.3009 -5.1057 -7.3138  C100 1.103
106 H 1.6223 -5.6033 -5.8166  C103 1.092
107 H 2.0120 -4.9852 -7.4304  C103 1.091
108 H 0.6282 -6.0638 -7.2069  C103 1.088
109 H 0.3371 -2.6683 -5.0147  C104 1.091
110 H 0.7246 -2.0595 -6.6218  C104 1.090
111 H 1.9124 -3.0494 -5.7453  C104 1.088

Values from the calculation:
Energy above the lowest of the compared OMol25 structures with the same formula, charge and spin (kJ/mol): 0.0
Total charge: +1
Spin multiplicity: 1


(2)
Here is a cluster of 2 separate species, C3H11N in total in a non-equilibrium geometry from the Open Molecules 2025 dataset. Energies are from ωB97M-V/def2-TZVPD.

Bonds (Å) are listed after each position.
Atoms and positions in Å:
1 C -0.8342 -1.3344 1.3414  N2 1.482, H5 1.088, H6 1.088, H7 1.089
2 N 0.3707 -1.4501 0.4866  C1 1.482, H3 1.026, H4 1.064, H14 1.147
3 H 0.7759 -2.3923 0.4566  N2 1.026
4 H 1.0198 -0.6138 0.5951  N2 1.064
5 H -1.6225 -1.9838 0.9651  C1 1.088
6 H -0.5996 -1.5936 2.3719  C1 1.088
7 H -1.1699 -0.2996 1.2840  C1 1.089
8 C 0.8026 0.7270 -1.0984  C9 1.533, H12 1.098, H13 1.098
9 C -0.1730 1.8595 -0.7572  C8 1.533, H10 1.102, H11 1.097, H15 1.097
10 H -0.0509 2.7702 -1.3657  C9 1.102
11 H -1.2156 1.5411 -0.8818  C9 1.097
12 H 1.8350 1.0838 -0.9828  C8 1.098
13 H 0.7186 0.4753 -2.1643  C8 1.098
14 H 0.2194 -0.9626 -0.5404  N2 1.147
15 H -0.0762 2.1732 0.2898  C9 1.097

Values from the calculation:
Energy above the lowest of the compared OMol25 structures with the same formula, charge and spin (kJ/mol): 349.8
Spin multiplicity: 1


| no. | LUMO (Ha) |
| --- | --- |
| 1 | -0.13448 |
| 2 | 0.02404 |